{
  "formula": "C3H9N4S2",
  "method": "the ωB97M-V functional and the def2-TZVPD basis",
  "elements": ["C", "C", "C", "N", "N", "N", "N", "S", "S", "H", "H", "H", "H", "H", "H", "H", "H", "H"],
  "coordinates": [[0.4462, -1.4866, 0.8892], [-1.9470, -0.8888, 0.9299], [0.4172, 1.9131, -1.6570], [-0.8109, -1.1784, 1.5369], [0.7143, -0.6360, -0.1296], [1.9110, -0.6428, -0.7397], [-0.9606, 1.8633, 0.4405], [1.2262, -2.8878, 1.1967], [0.4821, 1.5445, 0.1163], [-2.0481, -0.3479, -0.0195], [-2.8184, -1.0393, 1.5258], [0.5846, 3.0051, -1.7077], [-0.6574, 1.7637, -2.0015], [1.1503, 1.3920, -2.1015], [-0.9570, -1.8499, 2.2960], [1.9707, -1.0941, -1.7051], [2.6269, -1.2063, -0.2175], [-1.3302, 1.7762, 1.3480]],
  "forces_ev_per_angstrom": [[1.299, 0.712, -2.363], [1.863, 1.026, 0.761], [-3.604, 2.135, 1.822], [-2.478, -1.510, -1.479], [-1.851, 1.177, 1.126], [3.176, -1.938, -1.524], [-0.828, 0.156, -1.336], [-0.261, 0.206, 0.688], [-0.274, -0.986, -0.273], [0.564, -0.556, 0.210], [-0.628, -0.214, 0.249], [0.215, -0.489, 0.038], [1.550, -0.218, 0.433], [2.447, -1.807, -1.922], [0.326, 0.492, 0.541], [-0.930, 0.845, 1.501], [-0.834, 0.717, -0.156], [0.248, 0.250, 1.683]],
  "total_charge": 1,
  "relative_energy_ev": 2.9469,
  "fmax_ha_per_bohr": 0.0888,
  "lumo_ha": -0.21352,
  "spin_multiplicity": 1
}